# 1
DFT (ωB97M-V/def2-TZVPD) results for a 2-piece molecular cluster, C9H14O2 overall.

CARTESIAN COORDINATES (ANGSTROEM)
C 0.512982 -1.049356 0.064626
C 2.011362 -0.852789 0.052114
C 2.891478 -2.079146 0.092572
C 2.568271 0.367155 0.006599
C 1.836431 1.635891 -0.036810
C 2.428018 2.832758 -0.082101
C -3.853969 1.196199 0.218512
C -3.917269 -0.979786 -0.158024
C -2.654224 -0.588257 -0.334172
H 0.035346 -0.557165 0.946133
H 0.045472 -0.630974 -0.835319
H 0.258808 -2.126802 0.098762
H 2.301504 -3.008063 0.124884
H 3.550647 -2.131409 -0.793631
H 3.558456 -2.066876 0.965887
H 3.657591 0.448928 -0.000878
H 0.751754 1.578001 -0.027203
H 1.857292 3.751257 -0.116460
H 3.502291 2.938694 -0.091685
H -4.135758 1.964086 -0.533554
H -3.813028 1.603902 1.214699
H -4.409801 -1.973064 -0.247437
H -1.745969 -1.113459 -0.606752
O -4.700549 0.068842 0.187089
O -2.537148 0.771441 -0.107844

Forces on the atoms, in the same order (eV/Å):
C -0.22 -0.17 0.43
C 0.14 0.35 0.01
C 0.28 -0.33 -0.17
C -0.07 -0.04 0.00
C 0.19 -0.01 0.02
C -0.29 -0.20 -0.01
C 0.45 0.80 -0.61
C 0.79 -1.59 -0.49
C -0.32 -0.57 -0.08
H 0.31 -0.34 -0.63
H 0.27 0.02 0.16
H 0.11 0.56 0.03
H 0.23 0.33 0.01
H -0.32 0.02 0.31
H -0.22 -0.02 -0.14
H -0.17 -0.05 0.00
H 0.02 0.06 -0.01
H -0.06 -0.05 0.01
H 0.17 -0.08 0.00
H -0.26 -0.42 0.44
H -0.29 0.32 0.48
H 0.63 1.10 0.09
H -0.65 0.09 0.10
O -0.86 0.66 0.17
O 0.15 -0.43 -0.12

Summary:
Kohn-Sham gap	8.9	eV
LUMO	0.0318	hartree
F_max	0.03577	Eh/bohr
relative energy (zero: lowest compared OMol25 entry of this formula, charge and spin)	83.1	kcal/mol
electronic energy	-13652.05304	eV
HOMO level	-0.2942	hartree
SMILES string	C=CC=C(C)C.C1=COCO1

Atomic partial charges in e from the natural (NBO) method, atoms 1 to 5: atom 1 (C): -0.669, atom 2 (C): 0.039, atom 3 (C): -0.645, atom 4 (C): -0.244, atom 5 (C): -0.213

# 2
DFT (ωB97M-V/def2-TZVPD) results for a 2-piece molecular cluster, C9H14OS overall.

CARTESIAN COORDINATES (ANGSTROEM)
C 1.636838 0.365383 -2.754510
C 1.555511 0.447056 -1.268517
S 0.850657 -0.992557 -3.662563
H 1.102902 1.337665 -3.154638
H 2.674798 0.279846 -3.050240
H 0.664830 1.140468 -0.817669
H 1.325784 -1.976321 -3.029757
H 2.548838 0.719990 -0.847769
H 1.285556 -0.381983 -0.650202
C -2.383036 -0.286934 -0.732546
C -0.408879 1.307230 2.114167
C -1.356903 1.129090 1.194741
C 0.248816 0.071336 2.573149
C -1.415230 -0.126697 0.428975
C 0.182035 -1.078606 1.931387
C -0.684296 -1.240170 0.837486
O 0.989955 0.494545 3.755664
H -0.421480 2.144365 2.731346
H -1.981099 2.000214 0.917340
H 1.503728 -0.238634 4.147408
H 0.709681 -1.957776 2.301714
H -2.768284 0.728576 -1.077677
H -3.118182 -1.123423 -0.450281
H -0.906932 -2.253072 0.328516
H -1.835599 -0.509591 -1.765516

Forces on the atoms, in the same order (eV/Å):
C -1.05 1.42 -1.04
C -1.48 1.87 2.86
S -1.68 1.82 -1.26
H 1.48 -1.97 0.27
H 0.13 0.68 -0.17
H 2.39 -0.93 -1.43
H 1.08 -1.82 1.39
H -0.77 0.46 -0.25
H 0.01 -1.46 -0.44
C 0.60 0.32 -1.98
C 0.12 -4.05 1.13
C -0.62 -0.77 -3.14
C 1.14 6.27 2.28
C -0.56 0.26 0.36
C 0.30 -3.07 -0.09
C -1.32 0.33 -0.95
O -0.30 -2.13 -1.31
H 0.53 1.36 0.87
H 0.19 -0.81 -0.07
H -0.41 0.33 -0.42
H 0.01 0.20 0.04
H -0.47 -1.36 1.11
H 0.65 1.61 -0.96
H 0.81 1.81 0.90
H -0.78 -0.37 2.32

Summary:
Kohn-Sham gap	9.2	eV
LUMO	0.0288	hartree
F_max	0.13165	Eh/bohr
relative energy (zero: lowest compared OMol25 entry of this formula, charge and spin)	49.8	kcal/mol
electronic energy	-22440.48570	eV
HOMO level	-0.3101	hartree
SMILES string	Cc1ccc(O)cc1.CCS

Atomic partial charges in e from the natural (NBO) method, atoms 1 to 5: atom 1 (C): -0.532, atom 2 (C): -0.652, atom 3 (S): -0.031, atom 4 (H): 0.233, atom 5 (H): 0.216

# 3
DFT (ωB97M-V/def2-TZVPD) results for one molecule with the formula C9H14OS3.

CARTESIAN COORDINATES (ANGSTROEM)
C -2.152925 1.870441 0.553060
C -2.993345 1.150451 -0.216802
C -3.354252 -0.167435 0.245187
C -0.365395 -2.479454 0.259332
C 0.478775 -2.014801 1.231699
C 1.392241 -0.913297 1.187735
C 3.119071 0.343386 -0.510871
C 2.128132 1.147911 -1.298069
C 1.388679 2.110297 -0.781322
H -2.026758 2.901319 0.309993
H -1.725563 1.485126 1.434519
H -3.295443 1.642667 -1.163187
H -2.777919 -0.415074 1.136017
H -4.501249 -0.320803 0.213980
H -0.903701 -3.435177 0.570654
H 0.642926 -2.884494 1.959716
H 1.899045 -0.768604 2.161476
H 0.852234 0.105703 0.932257
H 3.504199 0.803689 0.357156
H 3.960963 0.416002 -1.181386
H 2.068243 0.739478 -2.344559
H 1.488779 2.574521 0.215192
H 0.644180 2.536905 -1.538319
O 1.743312 -1.937395 -1.303410
S -3.032622 -1.635715 -0.977439
S -0.848953 -1.510380 -1.244827
S 2.667333 -1.345274 -0.207782

Forces on the atoms, in the same order (eV/Å):
C -1.52 -0.09 -1.61
C 1.67 2.01 0.10
C -1.80 -2.68 -1.87
C -0.55 0.89 1.05
C -1.48 -3.90 -0.46
C 0.13 2.66 -0.25
C 0.14 1.13 -2.28
C 0.02 -1.34 0.23
C -1.39 1.26 -1.96
H 0.57 0.54 -0.10
H 0.40 -0.37 1.02
H -0.36 -0.81 0.67
H -0.75 -0.11 0.23
H 1.73 0.35 0.94
H 0.53 1.34 -1.23
H 0.02 1.71 -0.52
H 0.10 -0.11 -0.69
H 1.15 -2.00 0.02
H -0.13 0.35 1.53
H 0.82 -0.95 -0.20
H -0.51 0.84 1.12
H -0.11 -0.60 -0.60
H 0.96 -0.16 1.56
O 2.18 1.54 1.40
S 1.90 1.29 0.41
S -1.51 -1.32 1.69
S -2.22 -1.46 -0.21

Summary:
Kohn-Sham gap	9.0	eV
LUMO	0.0204	hartree
F_max	0.08163	Eh/bohr
relative energy (zero: lowest compared OMol25 entry of this formula, charge and spin)	57.5	kcal/mol
electronic energy	-44108.83415	eV
HOMO level	-0.3094	hartree

Atomic partial charges in e from the natural (NBO) method, atoms 1 to 5: atom 1 (C): -0.383, atom 2 (C): -0.205, atom 3 (C): -0.512, atom 4 (C): -0.266, atom 5 (C): -0.294

# 4
DFT (ωB97M-V/def2-TZVPD) results for a 2-piece molecular cluster, C9H14S overall.

CARTESIAN COORDINATES (ANGSTROEM)
C 0.785450 2.385875 -0.858167
C 0.519729 0.508277 0.779679
C 0.155310 1.787312 0.382470
C -0.089165 -0.070723 1.888037
C -0.882781 0.708323 2.720922
C -0.635299 2.572421 1.207194
C -1.117492 2.037504 2.403171
H 1.287148 -0.016323 0.233118
H 0.103799 -1.101201 2.178008
H 1.273373 3.320959 -0.602215
H 0.015756 2.602984 -1.599281
H -1.293967 0.262292 3.610825
H -0.908040 3.605278 1.005083
H -1.736391 2.633737 3.064169
H 1.525981 1.725639 -1.319213
C 0.056922 -2.246537 -1.233334
C 0.919854 -2.724186 -2.406569
S -1.338245 -3.408586 -0.991776
H 0.640815 -2.292166 -0.322858
H -0.382156 -1.264248 -1.354445
H 1.284593 -1.863514 -2.956192
H -2.269713 -2.501749 -0.672219
H 0.344322 -3.325662 -3.109142
H 1.740195 -3.335705 -2.047265

Forces on the atoms, in the same order (eV/Å):
C -0.25 -0.11 0.09
C -0.61 -0.14 0.29
C 1.12 0.54 -0.41
C 0.35 0.08 0.39
C 0.09 -0.15 -0.31
C -0.65 -0.23 0.94
C -0.26 -0.08 -0.26
H -0.11 -0.19 -0.24
H 0.11 0.14 -0.17
H 0.11 0.18 -0.07
H 0.03 0.04 -0.10
H -0.14 0.03 0.18
H 0.27 -0.15 -0.38
H 0.10 0.08 -0.06
H -0.15 0.02 0.14
C -0.23 -0.85 -0.03
C -0.43 0.24 0.00
S -0.17 -0.03 0.02
H 0.07 0.36 0.16
H 0.20 0.13 -0.13
H 0.38 0.05 -0.07
H 0.03 -0.02 0.07
H -0.07 0.04 0.01
H 0.21 0.02 -0.06

Summary:
Kohn-Sham gap	9.8	eV
LUMO	0.0311	hartree
F_max	0.02551	Eh/bohr
relative energy (zero: lowest compared OMol25 entry of this formula, charge and spin)	5.7	kcal/mol
electronic energy	-20395.03950	eV
HOMO level	-0.3276	hartree
SMILES string	Cc1ccccc1.CCS

Atomic partial charges in e from the natural (NBO) method, atoms 1 to 5: atom 1 (C): -0.629, atom 2 (C): -0.230, atom 3 (C): -0.007, atom 4 (C): -0.192, atom 5 (C): -0.230

Question: Which formula does entry 1 have?
Answer: C9H14O2